(1)
Formula: C62H158N10O22
Source: the Open Molecules 2025 dataset
Level of theory: ωB97M-V/def2-TZVPD

Structure (XYZ):
```
252
C62H158N10O22 | the Open Molecules 2025 dataset | ωB97M-V/def2-TZVPD
C 0.0570 4.6824 1.2643
O 1.3272 5.2856 1.3037
C 1.5688 6.2351 2.3277
C 2.9831 6.7083 2.0749
N 2.8989 7.7486 1.0272
C 4.1809 8.1436 0.4576
C 4.9692 7.1373 -0.3671
O 5.5089 6.0216 0.3109
C 6.7942 6.2121 0.8571
H -0.0981 3.8500 1.9554
H 0.1218 4.2419 0.2626
H -0.8026 5.3611 1.2624
H 1.4334 5.8516 3.3499
H 0.8377 7.0490 2.2354
H 3.5560 5.8445 1.7337
H 3.4235 7.1788 2.9568
H 2.4758 7.2590 0.2296
H 4.8455 8.5667 1.2257
H 4.0289 9.0091 -0.1996
H 5.7423 7.7357 -0.8734
H 4.3373 6.6767 -1.1323
H 6.7946 7.0064 1.6148
H 7.4700 6.5344 0.0548
H 7.1135 5.2730 1.2938
C -9.6638 -8.2810 -0.9323
O -9.1903 -6.9906 -1.2638
C -9.2479 -6.7128 -2.6409
C -9.4665 -5.2285 -2.8448
N -8.3612 -4.3844 -2.4010
C -7.2051 -4.2215 -3.3174
C -6.4680 -2.9592 -2.9919
O -5.1456 -3.1364 -3.5098
C -4.2519 -2.1471 -3.0545
H -10.7499 -8.2660 -0.7962
H -9.2105 -8.5866 0.0107
H -9.3840 -9.0177 -1.6903
H -10.0469 -7.2454 -3.1703
H -8.2850 -6.9998 -3.0885
H -10.2635 -4.8883 -2.1745
H -9.7519 -4.9802 -3.8648
H -7.8690 -4.6495 -1.5580
H -7.4926 -4.2632 -4.3730
H -6.6084 -5.1377 -3.2189
H -6.3653 -2.8570 -1.9051
H -6.8496 -2.0213 -3.4062
H -3.2849 -2.4275 -3.4703
H -4.2084 -1.9852 -1.9739
H -4.4966 -1.1767 -3.5217
C -1.5372 -2.7389 7.1812
O -0.5248 -3.2883 6.3737
C 0.2627 -2.2673 5.7701
C 1.0494 -2.8865 4.6442
N 1.6407 -1.8756 3.7620
C 2.7571 -1.1654 4.3426
C 3.6135 -0.4590 3.2772
O 3.6554 -1.2656 2.1401
C 4.4749 -0.8686 1.0665
H -1.1444 -2.0171 7.9037
H -2.0351 -3.5139 7.7645
H -2.2975 -2.3223 6.5087
H 0.9490 -1.9145 6.5498
H -0.3752 -1.4651 5.3805
H 0.4643 -3.5388 3.9910
H 1.8318 -3.5612 5.0252
H 1.8859 -2.3216 2.8894
H 3.4274 -1.7625 4.9830
H 2.3992 -0.3732 5.0128
H 4.5906 -0.2635 3.7317
H 3.1456 0.5128 3.0738
H 4.8333 -1.7627 0.5609
H 5.3067 -0.2393 1.4013
H 3.9313 -0.2781 0.3138
C -3.2247 0.4604 -6.8081
O -1.9666 1.0141 -6.4830
C -1.8169 1.4211 -5.1278
C -0.3538 1.7379 -4.8730
N 0.3677 0.5611 -4.4228
C 0.5187 -0.4982 -5.4430
C 1.7149 -1.3890 -5.1391
O 2.9036 -1.0913 -5.8131
C 3.4348 0.1547 -5.4650
H -3.0676 -0.5441 -7.2178
H -3.6692 1.0742 -7.5943
H -3.9263 0.3230 -5.9818
H -2.1400 0.6896 -4.3799
H -2.4096 2.3428 -5.0493
H -0.3558 2.4324 -4.0239
H 0.0210 2.2843 -5.7501
H 1.2744 0.7950 -4.0350
H 0.6177 -0.1343 -6.4734
H -0.4112 -1.0658 -5.3676
H 1.4410 -2.4304 -5.3209
H 1.8836 -1.3881 -4.0445
H 2.8430 1.0082 -5.8133
H 4.4604 0.2564 -5.8186
H 3.5303 0.2385 -4.3663
C 6.3333 -1.4585 -2.1459
O 5.7152 -2.6717 -1.7784
C 4.4721 -2.8768 -2.3894
C 3.8630 -4.1316 -1.7933
N 3.5244 -4.0321 -0.3975
C 2.3281 -3.2762 -0.1052
C 1.0606 -3.8838 -0.6364
O 0.8702 -5.1599 -0.0640
C -0.2602 -5.8213 -0.5630
H 6.4105 -1.3389 -3.2332
H 7.3438 -1.4970 -1.7436
H 5.7851 -0.6077 -1.7231
H 4.6220 -3.0435 -3.4679
H 3.7811 -2.0297 -2.2659
H 4.5655 -4.9647 -1.9331
H 3.0318 -4.5300 -2.3806
H 4.3002 -3.7911 0.1964
H 2.4095 -2.2285 -0.4439
H 2.2164 -3.1946 0.9791
H 0.9939 -3.8266 -1.7337
H 0.2210 -3.2677 -0.2983
H -1.1999 -5.2603 -0.6878
H -0.5314 -6.5412 0.2116
H -0.0441 -6.2669 -1.5402
C -2.6270 -2.9004 1.1633
O -2.1193 -2.4993 -0.0676
C -1.5956 -1.1842 -0.0272
C -1.1095 -0.8183 -1.4033
N -0.8492 0.5998 -1.6286
C -0.0688 1.2547 -0.5610
C 1.3055 0.5708 -0.3606
O 2.0836 0.5354 -1.5320
C 2.8004 1.7425 -1.7241
H -3.5519 -3.4697 1.0744
H -2.8606 -2.0710 1.8553
H -1.8893 -3.4293 1.7906
H -0.7402 -1.1906 0.6672
H -2.3442 -0.4854 0.3656
H -1.8721 -1.0638 -2.1479
H -0.2323 -1.4304 -1.6602
H -0.2262 0.6272 -2.4341
H -0.7005 1.0628 0.3093
H 0.1265 2.3208 -0.6684
H 1.2190 -0.3847 0.1578
H 1.7155 1.2226 0.4306
H 3.5245 1.5682 -2.5218
H 3.3934 1.9844 -0.8352
H 2.1444 2.5749 -1.9915
C -0.3814 -7.4181 3.4455
O -0.2745 -8.7781 3.0817
C -1.4950 -9.5046 2.9409
C -1.7503 -9.8209 1.4543
N -3.0763 -9.3952 0.9853
C -3.1753 -7.9750 0.6602
C -4.4526 -7.3621 1.1625
O -4.6632 -6.0766 0.6447
C -5.6441 -6.0293 -0.3891
H -1.1594 -7.2745 4.2003
H -0.5544 -6.7995 2.5554
H 0.5835 -7.1218 3.8547
H -2.3186 -8.9148 3.3606
H -1.3532 -10.4024 3.5441
H -1.7401 -10.9066 1.3424
H -1.0163 -9.3397 0.8146
H -3.7760 -9.6313 1.6798
H -2.9421 -7.8662 -0.4069
H -2.3279 -7.4115 1.0929
H -4.4613 -7.3556 2.2576
H -5.2917 -8.0267 0.8954
H -5.3912 -6.8943 -1.0036
H -5.5905 -5.0861 -0.9348
H -6.6509 -5.9994 0.0439
C -0.0398 5.3445 -4.5020
O 0.9908 5.3838 -3.5467
C 0.5626 5.3301 -2.1932
C 0.1287 6.7021 -1.7152
N 1.2450 7.6045 -1.5056
C 0.8923 9.0000 -1.3507
C -0.1105 9.5645 -2.3591
O 0.3281 9.2464 -3.6518
C -0.4759 9.7517 -4.6952
H -0.8766 4.7140 -4.1819
H 0.3714 5.0717 -5.4694
H -0.4561 6.3582 -4.6261
H 1.4556 5.0275 -1.6370
H -0.2264 4.5769 -2.0923
H -0.4564 6.6079 -0.7907
H -0.6014 7.0590 -2.4590
H 1.8255 7.4762 -2.3310
H 1.8055 9.5933 -1.4184
H 0.4800 9.1872 -0.3537
H -0.0947 10.6586 -2.2268
H -1.1275 9.2195 -2.1320
H -1.5428 9.5738 -4.5327
H -0.1462 9.2775 -5.6162
H -0.2947 10.8311 -4.7801
C -3.0530 3.5583 -0.7384
O -3.6901 2.5515 0.0196
C -3.5949 2.7055 1.4300
C -4.5481 1.6792 2.0042
N -5.8914 2.2891 1.8847
C -7.0147 1.4285 2.2742
C -7.0489 0.0135 1.7321
O -7.5665 0.0623 0.4247
C -7.1720 -0.9497 -0.4663
H -2.8647 3.0488 -1.6852
H -2.1168 3.9360 -0.3158
H -3.7095 4.4166 -0.9323
H -3.9445 3.7173 1.6612
H -2.5568 2.5653 1.7593
H -4.4070 1.6506 3.0888
H -4.3475 0.7481 1.4707
H -6.0546 2.3385 0.8757
H -7.9436 1.8862 1.9248
H -7.1317 1.4193 3.3641
H -7.5864 -0.6689 2.4094
H -6.0510 -0.4547 1.7289
H -6.8718 -0.5035 -1.4151
H -7.9707 -1.6657 -0.6999
H -6.3631 -1.5496 -0.0326
C 13.1867 3.8309 3.1348
O 11.8809 3.6083 3.6262
C 10.8563 4.1763 2.8064
C 9.5139 3.7839 3.3960
N 9.1374 2.4729 2.9066
C 7.8181 1.9952 3.2547
C 6.7240 2.7564 2.5194
O 5.4742 2.1735 2.7611
C 4.3938 3.0219 2.4185
H 13.8387 4.0341 3.9926
H 13.2683 4.6984 2.4797
H 13.5842 2.9006 2.7184
H 10.9768 3.6953 1.8333
H 10.9265 5.2687 2.7869
H 8.8043 4.5189 3.0044
H 9.4752 3.8649 4.4911
H 9.8677 1.7927 3.0488
H 7.6390 2.2632 4.3139
H 7.6920 0.9210 3.1419
H 6.8684 2.7943 1.4259
H 6.8402 3.8073 2.8157
H 3.9117 3.4790 3.2916
H 3.6330 2.4466 1.8863
H 4.7167 3.8551 1.7861
C 0.1355 1.7061 3.7333
O 0.5977 0.8237 2.6848
H 0.3362 1.2465 4.6958
H 0.8261 2.5348 3.5328
H -0.8581 2.1014 3.5302
H 0.9221 0.0050 3.0858
C -4.2675 -4.3768 3.9076
O -5.4829 -4.4327 4.6500
H -4.4485 -5.0841 3.0979
H -4.1403 -3.4301 3.3748
H -3.3923 -4.6497 4.4974
H -5.5034 -3.6981 5.2692
```

HOMO-LUMO gap, eV: 8.548
HOMO, eV: -8.14
SMILES: COCCNCCOC.COCCNCCOC.COCCNCCOC.COCCNCCOC.COCCNCCOC.COCCNCCOC.COCCNCCOC.COCCNCCOC.COCCNCCOC.COCCNCCOC.CO.CO
Energy above the lowest of the compared OMol25 structures with the same formula, charge and spin, kJ/mol: 304.0
Multiplicity: 1
Charge: 0

(2)
Formula: C32H32Br2Cl2N3OS2Ta
Source: the Open Molecules 2025 dataset
Level of theory: ωB97M-V/def2-TZVPD

Structure (XYZ):
```
75
C32H32Br2Cl2N3OS2Ta | the Open Molecules 2025 dataset | ωB97M-V/def2-TZVPD
Ta 0.6387 -0.3471 -0.3222
C 2.5159 -1.0333 1.3058
C 1.8312 -2.1793 0.8289
C 2.0241 -2.2453 -0.5907
C 2.7827 -1.1234 -0.9828
C 3.0833 -0.3666 0.1910
C 4.1026 0.7239 0.2639
C 3.3356 -0.8653 -2.3471
C 1.6401 -3.3815 -1.4802
C 1.2778 -3.2734 1.6821
C 2.8364 -0.7354 2.7345
H 4.0811 1.3712 -0.6113
H 5.0920 0.2602 0.3024
H 4.0040 1.3233 1.1648
H 2.7924 -1.4227 -3.1076
H 4.3791 -1.1869 -2.3705
H 3.3158 0.1911 -2.6152
H 1.2917 -3.0302 -2.4504
H 0.8479 -3.9859 -1.0433
H 2.5138 -4.0177 -1.6350
H 0.5605 -3.8887 1.1435
H 0.7943 -2.8902 2.5787
H 2.1024 -3.9212 1.9889
H 3.9052 -0.9054 2.8854
H 2.2955 -1.3968 3.4072
H 2.6242 0.2931 3.0157
Cl -1.7113 1.0314 -0.8637
C -2.8474 -0.2738 -1.0589
C -4.0341 -0.0108 -1.7118
C -4.9483 -1.0447 -1.8562
C -4.6675 -2.3027 -1.3494
C -3.4684 -2.5363 -0.6916
Cl -3.1704 -4.1150 -0.0615
C -2.5217 -1.5186 -0.5348
S -1.0207 -1.8911 0.3274
H -4.2366 0.9748 -2.1060
H -5.8808 -0.8675 -2.3732
H -5.3717 -3.1145 -1.4628
C 1.6822 3.3690 0.2325
C 1.5324 2.9602 -1.1969
C 1.7779 3.9566 -2.1698
C 1.5865 3.7095 -3.4947
C 1.1280 2.4394 -3.8974
C 0.8787 2.0625 -5.2436
Br 1.1399 3.2973 -6.6353
C 0.4445 0.8011 -5.5505
C 0.2392 -0.1359 -4.5239
Br -0.3385 -1.8732 -4.9442
C 0.4631 0.2025 -3.2140
O 0.2991 -0.6566 -2.2071
C 0.9164 1.4911 -2.8805
N 1.1375 1.7353 -1.5340
H 2.3272 4.2409 0.3083
H 2.0886 2.5777 0.8496
H 0.7056 3.6395 0.6369
H 2.1136 4.9270 -1.8353
H 1.7747 4.4727 -4.2374
H 0.2587 0.5154 -6.5757
C -2.0608 1.6083 6.2291
C -2.2244 1.0582 4.8564
C -3.3313 0.4096 4.3806
C -3.3186 -0.0556 3.0566
N -2.2669 0.1178 2.2520
C -1.2080 0.7499 2.7140
S 0.2208 1.1388 1.8168
N -1.1845 1.2022 3.9971
C -4.5121 -0.7427 2.4911
H -2.9663 1.4562 6.8089
H -1.8450 2.6772 6.1910
H -1.2326 1.1131 6.7391
H -4.1922 0.2606 5.0147
H -0.3449 1.6742 4.3122
H -4.9175 -1.4645 3.1995
H -4.2672 -1.2330 1.5526
H -5.2934 -0.0005 2.3066
```

HOMO-LUMO gap, eV: 6.624
HOMO, eV: -13.02
Multiplicity: 1
Charge: +2

(3)
Formula: C2H7NS
Source: the Open Molecules 2025 dataset
Level of theory: ωB97M-V/def2-TZVPD

Structure (XYZ):
```
11
C2H7NS | the Open Molecules 2025 dataset | ωB97M-V/def2-TZVPD
C -1.3536 1.1870 -0.5634
S -1.1734 -0.4329 0.1171
H -0.6793 1.3467 -1.5620
H -2.3932 1.4254 -0.7069
H -0.9821 2.0493 -0.0041
C 0.6774 -0.3596 0.5767
N 1.2426 -1.6534 0.4372
H 0.9531 0.3924 -0.1556
H 0.6473 0.0832 1.5848
H 0.8112 -2.3969 -0.0610
H 2.2499 -1.6410 0.3372
```

HOMO-LUMO gap (spin up / spin down), eV: 10.490 / 5.687
HOMO (spin up / spin down), eV: -14.38 / -14.30
Energy above the lowest of the compared OMol25 structures with the same formula, charge and spin, kJ/mol: 80.0
Multiplicity: 2
Charge: +1

(4)
Formula: C4H4O
Source: the Open Molecules 2025 dataset
Level of theory: ωB97M-V/def2-TZVPD

Structure (XYZ):
```
9
C4H4O | the Open Molecules 2025 dataset | ωB97M-V/def2-TZVPD
C -1.6671 0.0503 -1.7719
C -0.8127 -0.0893 -0.8426
C -0.5621 -0.1685 0.7348
C 0.5179 -0.0290 -0.1868
O 1.3855 1.0068 -0.3619
H -0.8015 0.7194 1.4262
H -1.0423 -1.1755 1.0819
H 1.0062 -1.5192 -0.4403
H 1.9759 1.2050 0.3606
```

HOMO-LUMO gap, eV: 9.393
HOMO, eV: -9.79
Energy above the lowest of the compared OMol25 structures with the same formula, charge and spin, kJ/mol: 651.5
Multiplicity: 1
Charge: 0

(5)
Formula: C3H6N4
Source: the Open Molecules 2025 dataset
Level of theory: ωB97M-V/def2-TZVPD

Structure (XYZ):
```
13
C3H6N4 | the Open Molecules 2025 dataset | ωB97M-V/def2-TZVPD
C 0.4645 0.6722 -0.1213
C 1.2269 -0.5781 -0.0225
C 1.1287 1.8960 -0.7701
N -1.5079 -1.8412 -0.5404
N -2.0824 -1.8998 0.4047
N -2.4997 -2.2951 1.4530
N 1.0808 -0.0785 1.0867
H -0.5919 0.6059 -0.1107
H 1.7640 -1.3759 -0.7157
H 2.0856 1.6408 -1.2821
H 1.2943 2.7987 -0.0820
H 0.3118 2.1743 -1.4849
H -2.6746 -1.7193 2.1853
```

HOMO-LUMO gap, eV: 10.514
HOMO, eV: -9.46
Energy above the lowest of the compared OMol25 structures with the same formula, charge and spin, kJ/mol: 494.5
Multiplicity: 1
Charge: 0

(6)
Formula: H3IO3Si
Source: the Open Molecules 2025 dataset
Level of theory: ωB97M-V/def2-TZVPD

Structure (XYZ):
```
8
H3IO3Si | the Open Molecules 2025 dataset | ωB97M-V/def2-TZVPD
O 0.1951 -0.5409 1.3452
O 0.2889 -1.0959 -1.1039
O -0.3194 1.6625 -0.2902
Si 0.5805 0.1121 -0.0743
I 3.0184 0.0341 0.0394
H -0.8200 -0.6113 1.3441
H 0.0910 -1.0294 -2.0692
H 0.3279 2.3850 -0.2504
```

HOMO-LUMO gap, eV: 9.937
HOMO, eV: -9.81
SMILES: O[Si](O)(O)I
Energy above the lowest of the compared OMol25 structures with the same formula, charge and spin, kJ/mol: 84.4
Multiplicity: 1
Charge: 0

- multiplicity of number 2 (C32H32Br2Cl2N3OS2Ta)?
  1